Below is a cluster of 2 separate species, C3H11N2OS in total in a non-equilibrium geometry, with properties calculated with ωB97M-V/def2-TZVPD.

Structure (XYZ):
```
18
Properties=species:S:1:pos:R:3:forces:R:3
N 0.5044 0.6884 -0.5176 0.75 0.30 -0.43
C -0.2776 -0.2383 0.2971 -1.20 -3.27 -1.10
C -1.6980 -0.6709 -0.2487 1.86 -3.51 -2.69
S -1.7205 -0.4428 -2.1140 -0.37 -0.25 0.53
C -0.4834 0.2633 1.6984 1.96 -2.43 0.65
N 0.8276 0.5691 2.3109 -4.14 0.20 2.22
H 0.8392 0.1987 -1.3864 -1.10 0.82 1.10
H -0.0446 1.5358 -0.8228 0.53 -1.63 0.31
H 0.1864 -1.3677 0.2523 -0.06 3.10 0.41
H -1.8333 -1.8754 -0.0691 0.34 2.83 -0.09
H -2.5653 -0.2415 0.1159 -1.44 1.35 1.21
H -1.1052 1.1261 1.6325 -0.72 0.71 0.33
H -0.9813 -0.6226 2.2728 0.63 1.89 -0.76
H 1.5068 0.8722 1.7364 2.38 0.91 -2.33
H 1.1045 -0.0547 3.0054 0.63 -1.01 0.88
H 2.8111 0.7040 0.4295 -0.01 0.18 -0.13
H 3.4864 -0.5263 -0.1493 0.88 2.61 2.07
O 3.6940 0.3012 0.4716 -0.93 -2.79 -2.19
```
Forces are in eV/Å.

electronic energy = -19151.88749 eV
frontier orbital gap = 0.2312 hartree
LUMO energy = 3.7216 eV
total charge = -1
HOMO energy = -2.6 eV